Entry 1:
Entry from the Open Molecules 2025 dataset: a single C4H9BO3 molecule in a non-equilibrium geometry (ωB97M-V/def2-TZVPD).

The energy relative to the best compared isomer or geometry (same formula, charge and spin) comes out at 0.316 eV. Its largest force on an atom is 3.8 eV Å⁻¹. The calculation puts the HOMO energy at -10.21 eV. As for the SMILES: COB1OC[C@H](C)O1. The total energy is -11115.4437 eV. The calculation puts the LUMO energy at 0.8 eV.

Each line ends with the Mulliken charge.
Atoms and positions in Å:
C 2.943 -0.011 0.717  -0.600
O 2.074 -0.954 0.204  -0.443
B 0.724 -0.758 0.152  0.786
O -0.129 -1.783 -0.229  -0.432
C -1.436 -1.228 -0.287  -0.429
C -1.335 0.278 0.191  0.332
C -1.719 1.343 -0.819  -1.281
O 0.028 0.431 0.485  -0.470
H 2.663 1.054 0.600  0.254
H 4.043 -0.021 0.272  0.218
H 3.179 -0.232 1.782  0.271
H -2.077 -2.000 0.260  0.262
H -1.872 -1.257 -1.309  0.229
H -1.861 0.391 1.110  0.305
H -0.976 1.215 -1.671  0.285
H -1.528 2.335 -0.322  0.308
H -2.720 1.198 -1.136  0.405

Entry 2:
Entry from the Open Molecules 2025 dataset: 2 unconnected molecules or ions with the total composition C4H9Br2N2 in a non-equilibrium geometry (ωB97M-V/def2-TZVPD).

The energy relative to the best compared isomer or geometry (same formula, charge and spin) comes out at 1.578 eV. Its largest force on an atom is 6.3 eV Å⁻¹. The net charge is +1. The calculation puts the HOMO energy at -13.88 eV. The total energy is -147350.3906 eV. The calculation puts the LUMO energy at -5.5 eV.

Each line ends with the Mulliken charge.
Atoms and positions in Å:
C -1.277 -1.171 -0.175  0.624
C -2.204 -1.422 1.087  -1.224
C 1.961 2.991 -0.448  -0.742
C 1.152 -1.225 -0.477  -0.098
N 0.028 -1.513 0.145  -0.111
N -1.525 -0.559 -1.212  -0.548
Br 0.901 1.623 0.443  -0.028
Br 2.729 -1.684 0.203  0.108
H -3.173 -1.346 0.817  0.432
H -1.987 -2.414 1.403  0.369
H -1.804 -0.584 1.681  0.335
H 2.886 2.748 -0.690  0.332
H 1.914 3.957 0.140  0.279
H 1.383 3.253 -1.357  0.278
H 0.177 -1.953 1.054  0.240
H -2.492 -0.199 -1.318  0.279
H 1.331 -0.501 -1.295  0.476

Entry 3:
Entry from the Open Molecules 2025 dataset: a molecular structure, C4H9BrErNO4S2 in a non-equilibrium geometry (ωB97M-V/def2-TZVPD).

Its largest force on an atom is 8.9 eV Å⁻¹. The net charge is +2. The calculation puts the HOMO energy (spin up / spin down) at -15.95 / -15.80 eV. The spin multiplicity is 4. The total energy is -133278.9402 eV. The calculation puts the LUMO energy (spin up / spin down) at -10.3 / -10.3 eV.

Each line ends with the Mulliken charge.
Atoms and positions in Å:
C 0.707 1.848 -1.160  -0.863
C -0.634 1.297 -1.924  -0.150
C -1.197 -0.148 -1.389  -0.485
C -0.942 -0.447 0.203  -0.876
S 0.547 -1.552 0.559  1.087
O 0.556 -2.627 -0.596  -0.599
O 1.916 -0.785 0.387  -0.598
N 0.436 -2.452 2.051  -0.114
S 0.547 -1.427 3.460  0.909
O 1.554 -2.141 4.440  -0.430
O 1.059 0.008 3.192  -0.442
Br -1.422 -1.320 4.596  0.049
H 0.913 2.942 -1.590  0.288
H 0.484 1.995 -0.018  0.344
H 1.632 1.172 -1.398  0.294
H -0.431 1.176 -3.093  0.029
H -1.521 2.074 -1.846  0.302
H -2.377 -0.135 -1.570  0.337
H -0.781 -0.976 -2.118  0.352
H -0.942 0.563 0.798  0.400
H -1.900 -1.047 0.587  0.476
Er 1.795 1.985 -3.570  1.690

Entry 4:
Entry from the Open Molecules 2025 dataset: 2 unconnected molecules or ions with the total composition C4H9BrNO in a non-equilibrium geometry (ωB97M-V/def2-TZVPD).

The energy relative to the best compared isomer or geometry (same formula, charge and spin) comes out at 0.908 eV. Its largest force on an atom is 4.0 eV Å⁻¹. The net charge is +1. The calculation puts the HOMO energy at -14.02 eV. The total energy is -77865.5133 eV. The calculation puts the LUMO energy at -4.7 eV.

Each line ends with the Mulliken charge.
Atoms and positions in Å:
C -1.234 -1.759 1.101  -0.667
C 0.022 -1.311 1.239  -0.130
C 0.751 -0.534 0.124  -0.738
C 0.169 0.919 0.322  0.442
N -1.049 1.324 -0.065  -0.215
O 1.437 2.155 -1.096  -0.504
Br 0.756 1.849 1.827  0.057
H -1.715 -2.276 1.909  0.294
H -1.684 -1.671 0.092  0.217
H 0.608 -1.535 2.075  0.434
H 0.533 -0.842 -0.869  0.394
H 1.796 -0.477 0.270  0.394
H -1.546 0.998 -0.803  0.223
H -1.479 2.208 0.099  0.235
H 2.263 2.088 -1.500  0.259
H 1.274 3.123 -1.292  0.305

Entry 5:
Entry from the Open Molecules 2025 dataset: 2 unconnected molecules or ions with the total composition C4H9BrNO2S in a non-equilibrium geometry (ωB97M-V/def2-TZVPD).

The energy relative to the best compared isomer or geometry (same formula, charge and spin) comes out at 2.149 eV. Its largest force on an atom is 2.9 eV Å⁻¹. The net charge is -1. The calculation puts the HOMO energy at -4.13 eV. The total energy is -90755.1064 eV. The calculation puts the LUMO energy at 3.4 eV.

Each line ends with the Mulliken charge.
Atoms and positions in Å:
C 0.413 -0.148 1.284  -0.837
C 0.140 -0.983 -1.008  -1.263
C 0.733 1.564 -0.554  -1.243
C 0.418 0.120 -0.040  0.958
N -2.420 0.088 -0.039  -0.199
O -2.623 -2.205 -0.800  -0.597
O -3.919 -1.723 1.302  -0.627
S -3.476 -1.063 -0.389  0.427
Br -3.266 1.704 -0.265  -0.270
H -2.970 -1.995 1.566  0.301
H 0.146 -1.141 1.522  0.297
H 0.552 0.661 2.008  0.250
H 0.911 -1.143 -1.751  0.372
H -0.822 -0.970 -1.701  0.205
H -0.167 -1.826 -0.434  0.320
H 1.789 1.877 -0.566  0.322
H 0.403 1.774 -1.614  0.253
H 0.238 2.108 0.214  0.329

Entry 6:
Entry from the Open Molecules 2025 dataset: 2 unconnected molecules or ions with the total composition C4H9BrOSi in a non-equilibrium geometry (ωB97M-V/def2-TZVPD).

The energy relative to the best compared isomer or geometry (same formula, charge and spin) comes out at 4.806 eV. Its largest force on an atom is 3.5 eV Å⁻¹. The calculation puts the HOMO energy (spin up / spin down) at -9.56 / -7.62 eV. The total energy is -84257.2750 eV. The calculation puts the LUMO energy (spin up / spin down) at -0.9 / -0.6 eV.

Each line ends with the Mulliken charge.
Atoms and positions in Å:
C 0.198 1.111 1.010  0.240
C 0.870 -0.566 -0.494  -1.333
C -1.567 -0.730 0.527  -1.378
C -0.389 0.186 -0.020  0.618
O 0.005 2.270 1.233  -0.483
Si 1.087 0.182 2.437  0.190
Br 0.640 -1.980 3.001  -0.215
H 1.592 0.162 -0.973  0.354
H 1.254 -1.133 0.317  0.311
H 0.795 -1.245 -1.428  0.318
H -1.385 -1.726 0.874  0.367
H -2.201 -0.685 -0.388  0.351
H -2.086 -0.286 1.369  0.368
H -0.755 0.758 -0.936  0.347
H 1.255 1.115 3.574  -0.053
H 4.168 0.822 1.715  -0.002

Entry 7:
Entry from the Open Molecules 2025 dataset: 2 unconnected molecules or ions with the total composition C4H9BrSi in a non-equilibrium geometry (ωB97M-V/def2-TZVPD).

The energy relative to the best compared isomer or geometry (same formula, charge and spin) comes out at 4.191 eV. Its largest force on an atom is 4.2 eV Å⁻¹. The calculation puts the HOMO energy (spin up / spin down) at -7.94 / -8.62 eV. The total energy is -82209.4463 eV. The calculation puts the LUMO energy (spin up / spin down) at -1.6 / 0.4 eV.

Each line ends with the Mulliken charge.
Atoms and positions in Å:
C 0.132 1.107 0.579  -0.893
C 0.876 0.519 -0.275  0.890
C 2.327 0.088 -0.120  -1.075
C 0.140 0.182 -1.606  -0.968
Si -3.375 -0.844 1.287  0.300
Br -2.209 -1.171 3.176  -0.176
H -0.129 1.466 1.636  0.294
H 2.564 0.027 0.907  0.351
H 2.419 -0.920 -0.611  0.280
H 3.122 0.844 -0.309  0.265
H 0.077 1.133 -2.090  0.279
H -0.802 -0.202 -1.258  0.252
H 0.709 -0.605 -2.099  0.319
H -2.975 -1.920 0.303  -0.059
H -2.875 0.297 0.481  -0.060

Entry 8:
Entry from the Open Molecules 2025 dataset: a single C4H9ClO molecule in a non-equilibrium geometry (ωB97M-V/def2-TZVPD).

The energy relative to the best compared isomer or geometry (same formula, charge and spin) comes out at 0.589 eV. Its largest force on an atom is 4.8 eV Å⁻¹. The calculation puts the HOMO energy at -10.31 eV. As for the SMILES: CC(C)(O)CCl. The total energy is -18863.3956 eV. The calculation puts the LUMO energy at 0.9 eV.

Each line ends with the Mulliken charge.
Atoms and positions in Å:
C -0.364 -0.737 -1.086  -1.511
C 0.209 -0.072 0.129  1.174
C -0.275 -0.695 1.347  -1.720
O 1.635 -0.233 0.085  -0.583
C -0.077 1.375 -0.020  -0.610
Cl 0.541 1.997 -1.549  -0.186
H -0.240 -1.849 -1.005  0.366
H -1.427 -0.524 -1.164  0.345
H 0.211 -0.458 -1.897  0.447
H 0.083 -1.676 1.448  0.454
H -1.405 -0.889 1.514  0.301
H 0.004 -0.069 2.263  0.325
H 1.834 0.363 -0.716  0.442
H 0.420 1.886 0.739  0.406
H -1.148 1.581 -0.087  0.350